{
  "formula": "C29H38N4O5",
  "method": "the ωB97M-V functional and the def2-TZVPD basis",
  "energy_ha": -1723.07130,
  "e_above_lowest_kj_mol": 297.8,
  "lumo_ev": 0.66,
  "spin_multiplicity": 1,
  "homo_energy_ev": -7.295,
  "max_force_ha_per_bohr": 0.0122,
  "smiles": "CCN(CC)CCNC(=O)/C(=C/c1cn(CC)c2ccccc12)NC(=O)c1cc(OC)c(OC)c(OC)c1",
  "mol_weight_g_mol": 522.65,
  "species": ["C", "H", "H", "H", "C", "N", "C", "H", "H", "C", "N", "C", "O", "C", "C", "C", "C", "N", "C", "C", "C", "C", "C", "C", "H", "H", "H", "H", "C", "C", "H", "H", "H", "H", "H", "H", "H", "N", "C", "O", "C", "C", "C", "C", "C", "C", "H", "O", "C", "H", "H", "H", "O", "C", "H", "H", "H", "O", "C", "H", "H", "H", "H", "H", "H", "H", "H", "C", "C", "H", "H", "H", "H", "H", "H", "H"],
  "xyz": [[1.32563, 6.38901, 1.04844], [0.49420, 6.57852, 1.72191], [1.26757, 7.09316, 0.22103], [2.24988, 6.56819, 1.59251], [1.25388, 4.94388, 0.54089], [2.26765, 4.55601, -0.42141], [3.61490, 4.47493, 0.10634], [3.92615, 5.38250, 0.64930], [4.29350, 4.35235, -0.74135], [3.77781, 3.26129, 1.03298], [3.18805, 2.08840, 0.43733], [2.08917, 1.50059, 0.95002], [1.67358, 1.74057, 2.07796], [1.39393, 0.48927, 0.10463], [1.43077, 0.45771, -1.24180], [0.60114, -0.36343, -2.08789], [1.00643, -0.98171, -3.24595], [0.00220, -1.72952, -3.77656], [-1.10931, -1.57913, -2.99103], [-2.38247, -2.11857, -3.12533], [-3.32768, -1.77799, -2.18165], [-3.02568, -0.89673, -1.14231], [-1.76727, -0.35404, -1.00608], [-0.77865, -0.71709, -1.91803], [-1.55285, 0.34954, -0.21707], [-3.80135, -0.63668, -0.43641], [-4.32439, -2.18809, -2.25354], [-2.63067, -2.78233, -3.94059], [0.08405, -2.49942, -4.98694], [-0.44605, -1.71537, -6.18807], [-1.48393, -1.43480, -6.02611], [0.13627, -0.80828, -6.33305], [-0.38217, -2.31999, -7.08881], [1.12996, -2.77202, -5.15223], [-0.49361, -3.41916, -4.85765], [1.98028, -0.97788, -3.69948], [2.14425, 1.08191, -1.76361], [0.59431, -0.34353, 0.88932], [0.40558, -1.68495, 0.69706], [0.93177, -2.30887, -0.20523], [-0.49905, -2.32433, 1.68628], [-1.43402, -1.61181, 2.42397], [-2.28593, -2.25863, 3.31127], [-2.18118, -3.64676, 3.49000], [-1.23978, -4.36475, 2.72101], [-0.41898, -3.70571, 1.82549], [0.30355, -4.22689, 1.21991], [-1.22225, -5.70726, 2.94682], [-0.32840, -6.49093, 2.19538], [-0.49501, -7.51674, 2.52071], [-0.52819, -6.41270, 1.12199], [0.71300, -6.21359, 2.38940], [-2.92955, -4.42687, 4.31736], [-3.61443, -3.86782, 5.41459], [-3.93246, -4.72118, 6.01395], [-4.49024, -3.29608, 5.10075], [-2.96264, -3.22699, 6.01322], [-3.25330, -1.59412, 4.02644], [-3.35409, -0.19841, 3.89021], [-3.61080, 0.09086, 2.86605], [-2.43198, 0.30770, 4.19349], [-4.16169, 0.09812, 4.55847], [-1.53048, -0.54984, 2.27725], [0.44990, 0.04228, 1.81783], [3.43407, 1.90146, -0.52068], [3.27366, 3.41550, 1.98850], [4.84294, 3.09060, 1.22363], [2.18864, 5.24640, -1.69707], [2.52318, 4.30138, -2.85039], [3.55259, 3.95516, -2.79380], [1.86263, 3.43877, -2.81770], [2.38819, 4.81201, -3.80062], [1.16370, 5.59762, -1.83053], [2.85231, 6.12559, -1.73509], [0.28392, 4.78034, 0.06188], [1.31536, 4.25936, 1.38848]],
  "lowdin_charge": [-0.076, 0.071, 0.066, 0.062, -0.240, -0.199, -0.181, 0.117, 0.112, -0.152, 0.080, -0.425, 0.047, -0.140, 0.037, -0.172, 0.003, -0.059, -0.165, -0.015, -0.093, -0.089, -0.028, -0.120, 0.108, 0.096, 0.098, 0.104, -0.191, -0.069, 0.071, 0.074, 0.071, 0.121, 0.120, 0.135, 0.103, 0.130, -0.418, 0.099, -0.123, 0.027, -0.174, -0.118, -0.182, 0.048, 0.114, -0.061, -0.080, 0.093, 0.099, 0.097, -0.046, -0.068, 0.094, 0.090, 0.100, -0.110, -0.076, 0.094, 0.100, 0.096, 0.099, 0.131, 0.127, 0.113, 0.121, -0.261, -0.083, 0.060, 0.065, 0.069, 0.115, 0.118, 0.118, 0.099]
}

---

{
  "formula": "C29H38N4OP2Sn",
  "method": "the ωB97M-V functional and the def2-TZVPD basis",
  "energy_ha": -2318.68437,
  "e_above_lowest_kj_mol": 270.4,
  "lumo_ev": [-0.15, -1.91],
  "spin_multiplicity": 1,
  "homo_energy_ev": [-6.368, -4.811],
  "max_force_ha_per_bohr": 0.0555,
  "mol_weight_g_mol": 639.31,
  "species": ["Sn", "C", "C", "C", "C", "C", "C", "C", "C", "C", "H", "H", "H", "H", "H", "H", "H", "H", "H", "H", "H", "H", "H", "H", "H", "P", "P", "N", "N", "N", "N", "C", "C", "C", "C", "C", "C", "C", "C", "C", "C", "C", "C", "C", "C", "C", "C", "C", "C", "H", "H", "H", "H", "H", "H", "H", "H", "H", "H", "H", "H", "H", "H", "H", "H", "H", "H", "H", "H", "C", "C", "O", "H", "H", "H"],
  "xyz": [[-0.39091, 2.61858, -0.90791], [-1.59107, 2.10761, -3.01505], [-1.63379, 0.73263, -2.87932], [-0.73919, -0.23033, -3.53766], [0.76593, 0.14774, -3.55657], [1.19862, 0.98309, -2.41725], [1.21483, 2.39017, -2.41087], [0.59194, 3.28358, -3.46826], [-0.73358, 2.72242, -4.10669], [0.21414, 2.56448, 1.32411], [-2.42697, 2.70953, -2.59905], [-2.56238, 0.28278, -2.50406], [-1.03042, -0.44027, -4.59363], [-0.90862, -1.17416, -2.97536], [1.31404, -0.80585, -3.49941], [1.04041, 0.55421, -4.54623], [1.93853, 0.47127, -1.78901], [2.14272, 2.80973, -1.92219], [1.31331, 3.47454, -4.30547], [0.33447, 4.27074, -3.02106], [-1.26527, 3.56611, -4.56062], [-0.52971, 2.04207, -4.95360], [-0.57276, 2.78426, 2.05725], [0.96465, 3.32868, 1.59095], [0.61468, 1.54438, 1.51508], [1.54158, -0.63755, 1.07214], [-1.66436, -1.55141, 1.54071], [3.34429, 0.69348, 0.31948], [2.80790, -1.70869, 1.45193], [-2.14717, 0.04442, 0.87141], [-3.20571, -2.29894, 1.73398], [0.54631, -1.56149, -0.19474], [-0.79508, -2.25732, 0.13308], [3.53695, 2.00238, 0.69744], [4.42382, 2.64658, -0.20700], [4.86562, 1.65206, -1.10960], [4.17856, 0.46430, -0.74985], [3.69483, -1.35807, 2.48308], [4.45821, -2.46566, 2.79541], [4.08427, -3.52492, 1.90923], [3.09127, -3.01790, 1.06437], [-2.14509, 1.24579, 1.55468], [-2.80312, 2.20403, 0.77564], [-3.34599, 1.50697, -0.36319], [-2.91104, 0.19136, -0.26241], [-4.20919, -2.59206, 0.79238], [-5.28504, -3.15165, 1.45169], [-4.94124, -3.25326, 2.83426], [-3.68115, -2.70256, 2.99225], [1.23532, -2.34174, -0.58253], [0.35574, -0.83258, -1.01738], [-1.45162, -2.11674, -0.73711], [-0.64817, -3.33834, 0.26681], [3.09598, 2.42820, 1.58136], [4.69176, 3.69216, -0.21174], [5.58181, 1.78065, -1.90325], [4.28213, -0.50010, -1.23510], [3.68653, -0.33767, 2.82971], [5.22191, -2.49296, 3.55509], [4.48832, -4.51107, 1.84298], [2.56730, -3.43422, 0.22595], [-1.66442, 1.26484, 2.51629], [-2.79124, 3.27024, 0.93746], [-4.01720, 1.90222, -1.09860], [-3.19684, -0.71613, -0.80543], [-4.08631, -2.39294, -0.26520], [-6.22984, -3.44267, 1.02346], [-5.53380, -3.68123, 3.62149], [-3.05965, -2.57008, 3.86416], [-1.18846, -0.78988, 4.13525], [-0.59189, -1.00434, 2.80535], [0.70314, -0.83033, 2.59786], [-2.25461, -0.51319, 4.13751], [-0.70546, -0.03057, 4.77086], [-1.19341, -1.76935, 4.64027]],
  "lowdin_charge": [1.387, -0.303, -0.175, -0.200, -0.195, -0.176, -0.408, -0.255, -0.176, -0.291, 0.079, 0.081, 0.127, 0.100, 0.114, 0.118, 0.067, 0.120, 0.125, 0.089, 0.112, 0.110, -0.024, -0.012, -0.075, 1.096, 1.046, -0.153, -0.252, -0.143, -0.170, -0.309, -0.264, -0.225, -0.154, -0.149, -0.238, -0.122, -0.087, -0.083, -0.120, -0.189, -0.157, -0.128, -0.197, -0.116, -0.077, -0.076, -0.109, 0.072, 0.041, 0.071, 0.106, 0.069, 0.069, 0.067, 0.081, 0.108, 0.091, 0.081, 0.082, 0.095, 0.098, 0.103, 0.088, 0.096, 0.099, 0.096, 0.088, -0.113, -0.541, -0.255, 0.072, 0.099, 0.075]
}

---

{
  "formula": "C29H38NO3P2PdSi",
  "method": "the ωB97M-V functional and the def2-TZVPD basis",
  "energy_ha": -2507.42720,
  "s2": 6.07,
  "e_above_lowest_kj_mol": 0.0,
  "lumo_ev": [-8.08, -12.18],
  "spin_multiplicity": 5,
  "homo_energy_ev": [-16.310, -16.295],
  "max_force_ha_per_bohr": 0.0541,
  "charge": 3,
  "mol_weight_g_mol": 645.08,
  "species": ["Pd", "P", "C", "C", "N", "C", "C", "C", "C", "C", "P", "H", "H", "H", "H", "H", "H", "H", "H", "O", "H", "H", "O", "H", "C", "H", "H", "H", "C", "H", "H", "H", "C", "H", "H", "H", "C", "H", "H", "H", "O", "Si", "C", "C", "C", "C", "C", "C", "C", "C", "C", "C", "C", "C", "C", "C", "C", "C", "C", "C", "H", "H", "H", "H", "H", "H", "H", "H", "H", "H", "H", "H", "H", "H", "H"],
  "xyz": [[1.38115, -0.33740, -1.08148], [0.47431, 0.94973, -2.70111], [1.26086, 0.39347, -4.16814], [2.37544, -0.45156, -4.02267], [2.68131, -0.92796, -2.75613], [3.59430, -1.87271, -2.54525], [4.45700, -2.25893, -3.57951], [4.25753, -1.75086, -4.86416], [3.21280, -0.87889, -5.09834], [3.63335, -2.53567, -1.17134], [1.98789, -2.38857, -0.36832], [2.98581, -0.48119, -6.08419], [5.23934, -2.97529, -3.34733], [4.91950, -2.05000, -5.67375], [3.90631, -3.59423, -1.24631], [4.36546, -2.04654, -0.51168], [-2.74547, -2.28870, -5.63067], [0.95874, 0.70924, -5.16686], [-2.62791, -3.43608, 0.17821], [-2.21789, -2.47009, -4.85130], [-1.85408, -3.35768, -5.00943], [0.03472, -0.10978, 0.17515], [-2.81248, -4.18470, -0.39268], [-3.01815, -3.80700, -1.26590], [1.03756, -3.77330, -1.03655], [1.58476, -4.70875, -0.85713], [0.05302, -3.80452, -0.55364], [0.89854, -3.62917, -2.11596], [2.16361, -2.62841, 1.40672], [1.24387, -2.27591, 1.89009], [2.32211, -3.69083, 1.63454], [3.00356, -2.03003, 1.78140], [0.91172, 2.66540, -2.33659], [0.66462, 3.28162, -3.21015], [0.34919, 2.99498, -1.45363], [1.98806, 2.71550, -2.12979], [-1.32075, 0.87516, -2.78520], [-1.72893, 1.14185, -1.79898], [-1.64649, 1.59321, -3.54830], [-1.62456, -0.14190, -3.07269], [-0.89247, -0.08266, 0.59554], [-1.13169, 0.93956, 1.87956], [-0.89922, 2.69336, 1.31368], [0.29096, 3.39605, 1.53143], [0.45959, 4.67994, 0.99956], [-0.58424, 5.29729, 0.30251], [-1.78979, 4.61227, 0.12079], [-1.94757, 3.31557, 0.62168], [-2.88495, 0.72165, 2.42932], [-3.48699, 1.55642, 3.38271], [-4.84487, 1.40656, 3.70215], [-5.60672, 0.41091, 3.07945], [-5.00386, -0.43675, 2.14258], [-3.64798, -0.28568, 1.82918], [0.08282, 0.49286, 3.19899], [1.45917, 0.57980, 2.95366], [2.38100, 0.21889, 3.94259], [1.93482, -0.27209, 5.17464], [0.55965, -0.37804, 5.41483], [-0.36342, 0.00026, 4.43177], [1.08557, 2.94612, 2.12783], [1.40455, 5.20288, 1.15029], [-0.46359, 6.31113, -0.08480], [-2.61810, 5.09170, -0.40319], [-2.89663, 2.78890, 0.49860], [-2.90336, 2.33589, 3.87813], [-5.30646, 2.07023, 4.43727], [-6.66553, 0.28897, 3.32116], [-5.58767, -1.21781, 1.65216], [-3.17957, -0.94946, 1.09965], [1.82358, 0.92691, 1.98181], [3.44807, 0.32528, 3.74336], [2.65708, -0.57634, 5.93577], [0.20374, -0.75528, 6.37350], [-1.43563, -0.08877, 4.61091]],
  "lowdin_charge": [0.570, 0.822, -0.119, -0.304, 0.000, -0.298, 0.041, 0.011, 0.043, -0.224, 0.837, 0.138, 0.140, 0.141, 0.118, 0.115, 0.040, 0.117, 0.005, -0.074, 0.046, -0.063, -0.046, 0.049, -0.197, 0.082, 0.050, 0.063, -0.202, 0.055, 0.084, 0.061, -0.182, 0.086, 0.037, 0.068, -0.193, 0.046, 0.080, 0.057, -0.205, 0.536, -0.248, -0.083, -0.057, -0.053, -0.063, -0.105, -0.180, 0.046, 0.028, 0.035, 0.067, -0.007, -0.244, -0.139, -0.069, -0.042, -0.043, -0.075, 0.091, 0.120, 0.124, 0.118, 0.104, 0.152, 0.142, 0.145, 0.150, 0.108, 0.087, 0.116, 0.124, 0.121, 0.098]
}